1.
ORCA calculation (the ωB97M-V functional and the def2-TZVPD basis) on C24H28F10N9O4V as an isolated structure.

CARTESIAN COORDINATES (ANGSTROEM)
V 0.9497 0.2976 1.2837
C 0.5741 -1.9013 3.7274
N -0.1714 -0.7794 3.1550
C -0.0425 0.3838 4.0510
C -0.6817 1.5973 3.4084
N -0.2036 1.6812 2.0354
C -0.6999 2.6814 1.2227
C -1.8144 3.4270 1.4268
F -2.5974 3.3079 2.5283
C -2.3672 4.3581 0.4672
F -3.5134 4.9527 0.8110
C -1.7932 4.6116 -0.7059
F -2.3333 5.4312 -1.6182
C -0.4975 3.9879 -0.9936
F -0.2534 3.9447 -2.3260
C 0.0518 2.9881 -0.0469
F 1.5048 2.1865 -1.7607
C -1.6015 -1.1421 3.0354
C -1.9715 -2.0321 1.8529
N -1.6581 -1.4967 0.5550
C -2.4190 -0.5679 -0.0387
C -3.4728 0.2254 0.4685
F -3.9317 0.0397 1.7370
C -4.0768 1.2522 -0.2399
F -5.0353 1.9819 0.3524
C -3.7084 1.5387 -1.5366
F -4.2859 2.5374 -2.2309
C -2.7347 0.7351 -2.1125
F -2.3742 0.9450 -3.3963
C -2.1446 -0.2752 -1.4016
F -1.2395 -1.0422 -2.0529
H 0.2069 -2.1281 4.7376
H 1.6303 -1.6461 3.7653
H 0.4378 -2.7922 3.1145
H 1.0254 0.5468 4.1983
H -0.5055 0.1758 5.0266
H -0.4127 2.4964 3.9756
H -1.7660 1.5197 3.4590
H -2.1715 -0.2278 2.9402
H -1.9165 -1.6261 3.9740
H -3.0345 -2.2790 1.9781
H -1.4370 -2.9873 1.9426
N 1.0357 -1.6794 0.4830
C 1.7454 -1.9143 -0.7790
C 1.2302 -3.2107 -1.4168
C 1.9350 -3.7351 -2.6696
C 2.2435 -2.6950 -3.7597
N 1.2781 -1.6164 -3.8558
C 1.6425 -0.3147 -3.6651
N 2.8404 -0.0144 -3.2837
N 0.6502 0.6089 -3.9167
C 3.2394 -1.9814 -0.4760
O 4.0575 -1.2981 -1.2551
O 3.6444 -2.6439 0.4555
H 1.3016 -2.4224 1.1243
H -0.0272 -1.7205 0.3223
H 1.5073 -1.0788 -1.4254
H 0.1791 -3.0214 -1.6459
H 1.2540 -3.9954 -0.6543
H 1.2940 -4.5182 -3.0847
H 2.8769 -4.2252 -2.4063
H 2.3355 -3.2026 -4.7244
H 3.2034 -2.2234 -3.5721
H 0.4044 -1.7762 -4.3260
H 3.5773 -0.8329 -2.0285
H 2.9092 0.9782 -3.0982
H -0.2827 0.2895 -3.6839
H 0.8222 1.4914 -3.4496
N 2.5370 -0.0474 2.3143
N 2.0300 1.6713 0.4591
C 0.9906 1.8628 -0.4888
O 0.5843 4.3292 -0.1947
O 0.2844 0.7110 -0.5209
H 3.1361 0.7656 2.4142
H 3.1286 -0.8186 2.0140
H 2.8970 1.3708 0.0254

Forces on the atoms, in the same order (eV/Å):
0.21 -0.11 0.08
-0.03 -0.02 -0.04
-0.05 -0.05 -0.08
0.04 -0.02 0.01
0.05 0.03 0.00
-0.15 -0.09 -0.04
0.00 0.02 0.01
0.01 -0.01 -0.02
0.00 -0.01 0.00
0.01 0.01 -0.01
0.00 0.01 0.00
-0.01 0.00 0.01
0.01 0.00 0.00
-0.05 -0.02 -0.03
0.00 0.00 0.02
0.05 0.04 0.03
0.18 0.12 0.18
-0.03 0.08 0.02
0.00 0.01 0.00
0.04 -0.05 -0.05
0.06 -0.03 0.03
-0.07 0.04 -0.01
-0.01 0.00 -0.01
0.04 -0.04 0.00
0.00 0.01 0.00
0.00 -0.01 -0.01
-0.01 0.01 0.01
-0.05 0.01 0.02
-0.01 0.01 0.00
-0.07 -0.02 0.00
0.00 0.03 -0.01
0.00 0.00 0.00
0.00 0.00 0.01
0.00 -0.01 0.01
-0.01 0.01 0.03
-0.02 -0.02 -0.01
0.06 -0.01 -0.01
-0.01 0.04 0.03
0.00 -0.01 0.00
0.01 0.00 0.01
0.00 0.00 0.00
-0.01 0.00 0.01
-0.22 0.03 0.01
-0.04 -0.07 -0.04
-0.07 0.00 -0.03
-0.01 0.05 -0.03
-0.07 -0.02 0.03
0.15 -0.01 -0.14
-0.31 0.19 -0.06
0.18 -0.06 0.19
0.00 -0.13 0.01
-0.04 0.00 -0.01
-0.08 -0.06 -0.16
0.03 0.03 0.03
0.05 0.13 0.11
0.09 -0.10 -0.01
0.14 0.08 0.04
0.01 -0.03 0.04
0.02 -0.01 -0.01
0.02 -0.01 -0.01
0.01 0.03 0.03
-0.03 0.01 -0.01
0.01 -0.02 0.01
-0.02 -0.01 0.06
0.05 0.00 0.09
-0.01 0.05 -0.04
0.06 -0.05 -0.12
-0.02 -0.10 -0.11
-0.01 0.14 -0.20
-0.08 0.12 -0.07
-0.13 0.05 0.07
0.00 0.00 0.00
0.14 -0.05 0.07
0.04 -0.03 -0.03
-0.07 -0.09 0.10
0.00 0.01 0.00

Computed properties:
Expectation value of S²: 0.77
E_HOMO (spin up / spin down) (eV): -4.26 / -4.27
Maximum force (eV/Å): 0.37
Lowest unoccupied orbital energy (spin up / spin down) (eV): 2.39 / 2.60
Multiplicity: 2
Charge: -1

---

2.
ORCA calculation (the ωB97M-V functional and the def2-TZVPD basis) on a 4-piece molecular cluster, C24H28F25IO7P overall.

CARTESIAN COORDINATES (ANGSTROEM)
C 2.3778 -1.4456 -3.1212
C 1.4802 -0.9495 -1.9841
O 1.8466 0.3542 -1.4885
P 1.3737 1.6070 -2.3580
O 1.4326 1.4165 -3.8200
C -0.2264 2.1704 -1.7949
C -1.4463 1.4446 -2.4046
C -2.2258 2.3021 -3.3713
F -3.4840 1.5761 -3.5333
C -1.5744 2.2623 -4.7406
C -2.4804 2.6668 -5.8535
O -3.5250 3.1895 -5.8576
I -1.5932 2.2290 -7.8845
O 2.4185 2.7083 -1.8246
C 2.6747 3.8038 -2.7250
C 3.9147 3.5432 -3.5606
H 2.7487 -2.4500 -2.9380
H 1.7960 -1.4420 -4.0448
H 3.1937 -0.7401 -3.2704
H 0.4254 -0.9931 -2.2602
H 1.5900 -1.6182 -1.1298
H -0.2876 3.2189 -2.1199
H -0.2621 2.1938 -0.7021
H -2.1300 1.2112 -1.5897
H -1.1412 0.4598 -2.8299
H -0.7424 2.9751 -4.7785
H -1.1354 1.2822 -5.0124
H 2.8631 4.6641 -2.0771
H 1.8014 4.0337 -3.3361
H 3.9968 4.3108 -4.3333
H 4.7943 3.6096 -2.9144
H 3.8957 2.5486 -4.0020
C -2.7458 -0.7144 2.3418
C -2.5501 -1.0520 0.8566
C -3.7903 -1.1386 -0.0370
F -4.6077 -2.1351 0.3780
F -3.3952 -1.4178 -1.2912
F -1.8125 -2.1812 0.7290
F -1.8160 -0.0170 0.3679
O -2.7030 -1.7788 3.2873
C -3.8103 -2.4860 3.6480
C -3.6659 -3.9743 3.3092
F -3.4964 -4.1521 1.9875
F -4.7943 -4.6219 3.6863
F -4.9462 -1.9740 3.1474
F -3.9092 -2.4219 5.0013
H -1.8712 -0.1189 2.5946
H -3.6074 -0.0754 2.5010
H -4.3370 -0.1916 -0.0356
H -2.8112 -4.3955 3.8419
C 4.2967 -4.4391 1.0028
C 3.9156 -4.2141 -0.4710
C 2.8609 -5.1493 -1.0715
F 3.2961 -6.4263 -1.0673
F 2.6283 -4.7963 -2.3525
F 5.0260 -4.2041 -1.2363
F 3.3747 -2.9618 -0.5056
O 5.4939 -5.1482 1.2774
C 5.5366 -6.5060 1.4135
C 6.4466 -7.1505 0.3614
F 6.0004 -6.8869 -0.8794
F 6.4406 -8.4915 0.5433
F 4.3154 -7.0661 1.4234
F 6.1039 -6.7719 2.6159
H 4.4999 -3.4386 1.3804
H 3.4559 -4.8225 1.5813
H 1.9240 -5.0813 -0.5116
H 7.4652 -6.7726 0.4670
C -1.7338 5.0782 2.4145
C -1.8135 6.1416 3.5207
C -1.1928 5.8080 4.8797
F -1.8147 4.7636 5.4603
F -1.3303 6.8801 5.6954
F -3.0898 6.5468 3.6880
F -1.0992 7.2117 3.0638
O -2.8827 4.2866 2.1812
C -3.1261 3.1177 2.8366
C -4.4419 3.1617 3.6188
F -4.4087 4.1318 4.5506
F -4.6087 1.9712 4.2438
F -2.0972 2.7333 3.6167
F -3.2779 2.1544 1.8954
H -1.6251 5.6493 1.4938
H -0.8328 4.4706 2.5055
H -0.1281 5.5849 4.7725
H -5.2767 3.3387 2.9385

Forces on the atoms, in the same order (eV/Å):
-0.56 0.48 -0.32
0.22 -0.77 0.33
-0.12 0.03 -0.09
-0.22 0.30 -0.45
0.10 -0.13 0.15
-0.07 0.17 -0.13
-0.01 -0.11 0.21
-0.12 0.62 0.12
0.07 -0.29 -0.09
0.17 -0.43 0.14
-0.41 0.40 0.56
0.04 -0.04 -0.16
0.21 -0.09 -0.26
-0.08 -0.11 -0.02
0.32 0.19 0.31
0.06 0.07 0.28
0.08 0.07 0.03
0.19 -0.04 -0.05
0.13 -0.17 0.07
0.03 0.30 -0.07
-0.02 0.23 0.09
-0.01 -0.01 0.02
0.13 -0.10 -0.03
0.00 -0.01 -0.09
0.01 0.06 -0.03
0.09 -0.13 -0.07
-0.07 0.03 -0.15
-0.14 0.00 -0.04
-0.03 -0.20 -0.06
0.04 -0.12 -0.06
0.01 -0.03 -0.09
-0.18 0.10 -0.16
0.10 0.27 0.48
0.15 -0.23 0.27
0.03 0.15 -0.20
-0.01 -0.03 0.15
0.01 -0.05 0.01
-0.04 0.04 0.00
0.04 -0.03 -0.07
0.00 -0.41 -0.48
0.08 0.32 0.10
0.03 -0.12 0.03
-0.05 0.05 -0.06
0.01 0.00 0.01
0.01 -0.03 -0.10
-0.05 0.00 0.07
0.01 -0.01 0.01
-0.22 -0.12 -0.11
0.01 -0.01 0.00
-0.01 0.02 0.02
-0.09 0.24 0.52
0.41 -0.03 0.15
-0.16 0.10 -0.07
0.08 -0.04 0.10
0.04 0.01 0.01
-0.09 -0.05 -0.04
-0.06 -0.18 -0.02
0.04 -0.14 -0.55
-0.11 0.23 0.24
0.11 -0.04 -0.05
-0.07 -0.01 0.00
0.01 0.00 0.00
-0.03 0.00 -0.10
0.01 -0.06 0.07
0.02 0.01 -0.03
-0.04 -0.16 -0.16
0.02 -0.01 0.02
-0.01 0.01 0.03
0.35 -0.09 -0.54
-0.39 -0.08 -0.07
0.13 0.11 0.06
-0.08 -0.07 -0.05
0.00 -0.01 -0.01
0.04 -0.04 0.04
0.12 0.00 0.00
-0.35 0.24 0.57
0.38 0.10 -0.40
-0.12 0.01 -0.02
0.08 -0.01 0.05
-0.02 -0.02 0.00
-0.03 0.07 0.12
-0.07 -0.04 -0.06
-0.03 0.01 0.00
-0.03 -0.03 0.21
-0.01 -0.03 -0.01
0.02 -0.01 -0.01

Computed properties:
E_HOMO (eV): -2.55
Maximum force (eV/Å): 0.87
Lowest unoccupied orbital energy (eV): 1.71
Multiplicity: 1
Charge: -1

---

> Which formula does entry 2 have?

C24H28F25IO7P